[1]
Computed, not measured: a structure of composition C30H43BrN2OsP2 at a distorted geometry, with the ωB97M-V functional and the def2-TZVPD basis.

ORCA input file:
```
! wB97M-V def2-TZVPD RIJCOSX def2/J DEFGRID3
* xyz 4 5
Os 0.736 1.387 1.104
Br -0.178 2.834 3.157
P -1.030 2.673 0.380
P 2.945 0.603 -3.301
N -3.513 -8.801 0.692
N 1.996 0.818 2.771
C -2.718 2.844 1.279
C -2.438 -6.909 -0.263
C -0.727 4.428 -0.170
C 5.192 1.236 -1.874
C 2.358 -1.058 -2.736
C 3.666 1.338 -1.767
C -3.612 -8.209 1.878
C -2.524 -6.238 0.974
C -3.715 3.896 0.800
C -1.718 -0.213 2.265
C -1.371 1.758 -1.178
C -2.044 -1.554 2.073
C 3.558 0.361 5.079
C 1.657 -0.124 3.695
C 1.379 2.541 -4.603
C 2.229 -2.054 -3.894
C -2.035 -4.892 1.083
C -1.243 -2.394 1.302
C -0.539 0.210 1.730
C -1.650 -3.744 1.148
C -1.460 4.982 -1.404
C 2.904 1.743 3.209
C -3.121 -6.900 2.069
C 2.461 -0.446 4.788
C 0.340 -0.567 0.923
C 3.751 1.506 4.297
C -2.955 -8.216 -0.364
C 1.358 1.519 -3.464
C -0.059 -1.919 0.732
C -2.795 1.249 -1.334
H 1.151 2.002 -2.499
H -1.177 4.471 -2.332
H 5.537 0.215 -1.667
H -2.839 0.628 -2.236
H 5.678 1.916 -1.169
H -3.312 4.915 0.878
H 1.393 -0.924 -2.228
H -4.083 -8.738 2.716
H 1.319 -1.872 -4.476
H 3.344 2.388 -1.704
H -3.192 1.852 1.322
H -3.218 -6.402 3.032
H 4.551 2.223 4.495
H 1.830 2.120 -5.509
H -4.617 3.876 1.426
H 3.085 -1.991 -4.576
H -2.465 3.072 2.328
H 2.909 2.709 2.680
H -4.057 3.733 -0.229
H 0.582 0.761 -3.638
H 0.353 2.844 -4.846
H -2.294 0.524 2.823
H 1.293 -0.256 0.397
H -0.648 0.920 -1.194
H -2.938 -1.943 2.543
H 0.698 -0.626 3.571
H 1.944 3.438 -4.324
H 5.510 1.502 -2.890
H 3.264 0.822 -0.880
H -0.946 5.064 0.702
H 2.184 -3.078 -3.506
H 0.522 -2.655 0.185
H 2.205 -1.324 5.381
H -1.998 -6.411 -1.124
H -2.895 -8.745 -1.322
H -1.089 2.438 -1.993
H -1.182 6.042 -1.531
H -3.505 2.076 -1.459
H -2.549 4.951 -1.301
H -3.114 0.624 -0.487
H 4.245 0.113 5.888
H 3.082 -1.426 -1.996
H 0.360 4.465 -0.329
*
```

<S²>   6.043
Gap between HOMO and LUMO (alpha / beta)   7.24 / 5.82 eV
ΔE to the lowest compared entry with this formula, charge and spin   0.0000 eV
Lowest unoccupied orbital energy (alpha / beta)   -11.8167 / -13.4795 eV


[2]
Computed, not measured: a structure of composition C25H23Cl5N7SV, with the ωB97M-V functional and the def2-TZVPD basis.

ORCA input file:
```
! wB97M-V def2-TZVPD RIJCOSX def2/J DEFGRID3
* xyz 1 4
V -0.531 0.290 -0.090
Cl -3.398 5.629 -1.052
Cl -1.177 4.201 0.583
Cl -2.309 -0.440 -1.852
Cl -4.573 0.976 -3.546
Cl -5.101 4.049 -3.127
S 2.964 -2.253 -1.560
N 1.053 -4.070 -2.080
N 3.163 -4.863 -1.855
N 0.120 -1.515 0.977
N 1.098 0.949 1.201
N 0.065 -3.092 -2.103
N 1.012 0.840 -1.529
N -1.678 0.581 1.783
C -2.913 1.840 3.914
C 3.063 1.853 -3.078
C -3.006 0.515 1.944
C 1.706 2.068 0.454
C 1.840 -2.504 2.297
C -3.084 3.960 -1.320
C 1.134 0.489 -2.810
C -3.627 1.896 -2.447
C 1.082 -3.651 2.450
C -0.184 -3.703 1.881
C -1.773 1.960 -0.811
C 2.955 2.200 -1.739
C 1.322 -1.454 1.555
C -1.545 1.925 3.744
C 2.135 0.984 -3.624
C -2.602 1.324 -1.712
C 2.359 -3.775 -1.857
C -0.624 -2.611 1.161
C -3.662 1.115 2.997
C -0.958 1.271 2.668
C 2.058 -0.168 1.312
C 1.909 1.684 -0.996
C -2.073 3.297 -0.622
C 0.554 1.340 2.521
C -3.858 3.256 -2.248
H 3.868 2.250 -3.681
H -4.736 1.032 3.084
H -3.549 -0.028 1.180
H 2.665 2.371 0.891
H 0.880 2.352 2.772
H 0.777 -5.040 -2.131
H 2.807 0.023 2.087
H -0.934 2.500 4.427
H -0.822 -4.566 2.003
H -3.395 2.343 4.741
H 2.822 -2.416 2.742
H -0.531 -3.185 -1.291
H -0.488 -3.173 -2.947
H 2.193 0.676 -4.658
H 2.869 -5.739 -2.256
H 0.984 0.684 3.284
H 0.405 -0.220 -3.179
H 4.149 -4.689 -1.782
H 1.023 2.916 0.507
H -1.616 -2.595 0.719
H 3.672 2.866 -1.276
H 1.463 -4.487 3.021
H 2.579 -0.270 0.358
*
```

<S²>   3.761
Gap between HOMO and LUMO (alpha / beta)   7.53 / 8.18 eV
ΔE to the lowest compared entry with this formula, charge and spin   0.4062 eV
Lowest unoccupied orbital energy (alpha / beta)   -2.3198 / -2.4783 eV


[3]
Computed, not measured: a structure of composition C32H32N4O2P2Pd at a distorted geometry, with the ωB97M-V functional and the def2-TZVPD basis.

ORCA input file:
```
! wB97M-V def2-TZVPD RIJCOSX def2/J DEFGRID3
* xyz 0 1
Pd -0.585 -0.939 -0.191
P -0.988 1.469 0.360
P 1.850 -0.738 -0.206
O 0.506 -4.573 1.929
O -0.478 -2.459 -1.926
N -0.081 -3.252 0.152
N 4.548 -0.221 -0.631
N 3.683 0.375 1.562
N 4.050 -1.954 0.989
C -4.706 -0.118 1.019
C -0.643 4.301 -0.132
C -0.268 -3.409 -1.158
C 0.634 1.814 -3.402
C -0.762 1.430 -1.469
C -2.797 1.350 0.571
C 0.114 -5.575 -0.265
C -3.316 0.039 0.749
C 4.910 -1.527 -0.098
C 3.280 -0.253 -1.325
C -5.007 2.274 0.826
C -0.161 5.818 1.673
C -3.630 2.445 0.631
C 2.702 -2.227 0.538
C -0.483 3.491 2.124
C -2.995 -2.339 0.979
C 0.384 1.977 -2.049
C -1.365 0.499 -3.612
C 4.073 -0.945 2.033
C -4.362 -2.496 1.263
C -0.223 4.770 2.575
C -0.243 1.081 -4.185
C 2.286 0.421 1.192
C -5.200 -1.416 1.270
C -2.473 -1.098 0.695
C -0.706 3.243 0.770
C 4.545 0.748 0.454
C -1.630 0.666 -2.263
C -0.171 -4.869 -1.581
C 0.205 -4.433 0.768
C -5.533 1.026 1.023
C -0.373 5.580 0.325
H 4.227 1.718 0.063
H -2.361 -3.214 1.008
H -0.048 0.964 -5.241
H -5.651 3.141 0.824
H -0.056 4.949 3.627
H -4.740 -3.485 1.477
H -3.232 3.443 0.526
H -6.252 -1.544 1.487
H -0.817 4.132 -1.186
H 0.623 -4.985 -2.318
H 5.568 0.828 0.837
H -2.033 -0.097 -4.216
H 3.084 0.736 -1.757
H 1.067 2.556 -1.442
H 1.667 0.145 2.056
H 5.936 -1.464 0.279
H -6.593 0.896 1.189
H 2.101 -2.580 1.386
H -0.524 2.660 2.816
H 1.050 -6.132 -0.258
H 3.404 -1.250 2.842
H 0.058 6.819 2.018
H 5.097 -0.874 2.417
H -0.685 -6.250 0.041
H 2.741 -3.024 -0.213
H -1.108 -5.174 -2.047
H -2.543 0.254 -1.833
H 2.025 1.449 0.907
H -0.328 6.398 -0.379
H 4.874 -2.267 -0.901
H 3.336 -0.979 -2.144
H 1.519 2.257 -3.842
*
```

Gap between HOMO and LUMO   6.96 eV
Lowest unoccupied orbital energy   -0.8630 eV


[4]
Computed, not measured: the ion C2H6NS with charge -1 at a distorted geometry, with the ωB97M-V functional and the def2-TZVPD basis.

ORCA input file:
```
! wB97M-V def2-TZVPD RIJCOSX def2/J DEFGRID3
* xyz -1 1
S -0.038 -2.106 -0.341
N -1.132 0.733 -0.582
C 0.340 0.604 -0.267
C 0.631 -0.652 0.617
H -1.458 -0.122 -1.039
H -1.726 0.595 0.310
H 1.066 0.706 -1.052
H 1.691 -0.921 0.660
H 0.095 -0.482 1.533
H 0.530 1.644 0.161
*
```

Gap between HOMO and LUMO   6.77 eV
ΔE to the lowest compared entry with this formula, charge and spin   0.7528 eV
Structure (SMILES)   NCC[S-]
Lowest unoccupied orbital energy   4.4301 eV


[5]
Computed, not measured: a cluster of 3 separate species, C4H12O4 in total at a distorted geometry, with the ωB97M-V functional and the def2-TZVPD basis.

ORCA input file:
```
! wB97M-V def2-TZVPD RIJCOSX def2/J DEFGRID3
* xyz 0 1
O -1.389 -2.090 2.256
O -0.286 0.769 -3.334
O 0.366 2.118 0.797
O -2.080 -1.388 -0.314
C 0.563 0.790 0.243
C 1.761 0.229 0.970
C -0.447 1.005 -2.153
C 0.762 0.808 -1.266
H 1.802 -0.857 0.936
H -2.133 -2.050 -1.016
H -0.916 -2.823 1.832
H 1.298 -0.107 -1.511
H -0.396 0.285 0.418
H -0.391 2.490 0.329
H -1.494 1.105 -1.821
H 1.794 0.589 2.000
H 2.650 0.719 0.560
H -2.116 -1.857 0.543
H -0.840 -1.330 2.014
H 1.493 1.596 -1.483
*
```

Gap between HOMO and LUMO   10.23 eV
ΔE to the lowest compared entry with this formula, charge and spin   1.3445 eV
Structure (SMILES)   C[C@@H](O)CC=O.O.O
Lowest unoccupied orbital energy   0.3825 eV


[6]
Computed, not measured: a cluster of 3 separate species, C32H22FNO8S in total at a distorted geometry, with the ωB97M-V functional and the def2-TZVPD basis.

ORCA input file:
```
! wB97M-V def2-TZVPD RIJCOSX def2/J DEFGRID3
* xyz 0 1
S -1.381 -2.450 -6.205
F 0.300 -1.081 -1.590
O -3.836 0.649 4.373
O -1.355 -3.942 -5.888
O 3.388 -1.786 -0.063
O 1.575 -0.639 -3.483
O -0.835 -1.547 -4.882
O -2.980 -1.921 -6.417
O -3.285 2.834 -0.463
O 7.083 1.116 2.465
N -6.237 -2.121 -4.559
C -4.890 1.668 2.539
C 6.684 -1.499 3.363
C 5.604 2.395 0.471
C -3.707 1.176 3.280
C -5.863 2.752 0.613
C 4.213 -1.114 0.533
C 6.218 0.462 1.908
C 0.652 -1.300 -2.947
C -0.953 2.002 0.834
C -7.124 2.648 1.192
C -5.059 -1.641 -4.944
C -2.222 1.885 1.403
C -4.743 2.257 1.284
C 5.411 1.058 0.820
C 3.733 0.855 -0.907
C 5.428 -3.546 3.139
C 0.169 1.596 1.547
C -1.236 0.939 3.395
C 4.463 0.291 0.140
C -3.903 -2.618 -5.534
C -7.272 2.042 2.437
C 0.029 1.073 2.831
C 6.420 -2.801 3.773
C -6.158 1.552 3.111
C 4.862 2.959 -0.562
C 4.974 -1.689 1.665
C 4.709 -2.993 2.084
C -3.408 2.359 0.653
C -0.116 -2.357 -3.919
C -2.365 1.339 2.679
C 3.933 2.186 -1.257
C 5.954 -0.937 2.314
H 0.906 0.768 3.392
H -1.339 0.526 4.393
H -6.280 1.085 4.083
H -0.837 2.414 -0.164
H -4.467 -3.387 -6.188
H 6.329 3.001 1.005
H 3.939 -3.581 1.593
H 3.361 2.625 -2.068
H 0.642 -3.083 -4.366
H 3.004 0.261 -1.450
H -5.755 3.223 -0.359
H -3.424 -3.107 -4.621
H 7.455 -0.922 3.864
H -0.791 -2.974 -3.221
H -8.257 1.955 2.885
H -7.992 3.039 0.671
H -4.901 -0.511 -4.798
H 5.216 -4.559 3.467
H 5.008 4.001 -0.827
H 1.156 1.692 1.105
H 6.986 -3.235 4.592
H -6.830 -1.340 -4.213
*
```

Gap between HOMO and LUMO   8.76 eV
Lowest unoccupied orbital energy   -1.0460 eV


[7]
Computed, not measured: a structure of composition C24H28N4O5 at a distorted geometry, with the ωB97M-V functional and the def2-TZVPD basis.

ORCA input file:
```
! wB97M-V def2-TZVPD RIJCOSX def2/J DEFGRID3
* xyz 0 1
O -7.086 -1.277 -7.455
O 1.521 2.565 0.499
O 2.861 1.018 5.270
O -0.226 3.833 -0.159
O 4.339 0.028 3.786
N -1.139 -0.721 -0.403
N 2.237 -0.226 3.421
N -1.950 0.712 -2.033
N -2.656 1.040 -3.214
C 6.866 0.014 3.596
C -5.581 -2.129 -5.524
C 0.292 0.446 2.573
C -7.675 -2.411 -7.566
C -5.444 0.365 -6.297
C 5.614 -0.045 6.070
C -4.617 0.543 -5.088
C 1.844 -0.638 1.114
C 3.154 0.082 4.185
C 2.461 -1.219 2.223
C 0.463 2.469 -0.158
C -2.799 -1.269 -2.193
C -0.412 0.292 0.052
C -3.106 -0.442 -3.230
C -4.264 -0.435 -4.152
C -4.659 -1.902 -4.565
C -6.107 -1.032 -6.396
C -1.047 1.748 -1.612
C 5.578 0.425 4.432
C -1.897 -0.634 -1.624
C 0.348 -0.413 1.498
C 0.853 -0.035 3.754
C 5.452 1.874 4.427
C -0.366 1.522 -0.327
H 4.767 2.405 4.814
H -4.183 1.434 -4.897
H 0.532 1.528 2.271
H -8.237 -2.219 -8.545
H 6.731 0.458 2.605
H 5.243 2.425 3.544
H 6.348 0.504 6.413
H -1.125 2.783 -2.024
H 0.345 4.403 0.292
H 4.795 0.481 6.529
H 6.428 2.439 4.852
H -8.254 -2.780 -6.834
H 7.701 0.442 4.114
H 0.808 0.324 4.554
H 6.718 -1.118 3.684
H -7.140 -3.124 -7.767
H 2.218 -1.380 0.049
H 0.235 -1.013 3.821
H -0.025 -1.405 1.445
H 2.145 -2.232 2.565
H 2.265 0.421 1.045
H -5.905 0.922 -6.780
H -2.861 -2.290 -2.217
H -6.104 -3.049 -5.666
H 5.521 -1.051 6.199
H 3.606 -1.329 2.122
H -0.979 0.746 2.681
H -4.443 -2.871 -3.775
*
```

Gap between HOMO and LUMO   7.00 eV
ΔE to the lowest compared entry with this formula, charge and spin   24.6871 eV
Lowest unoccupied orbital energy   -1.2713 eV


[8]
Computed, not measured: a cluster of 8 separate species, C16H23Cl8F3O12 in total at a distorted geometry, with the ωB97M-V functional and the def2-TZVPD basis.

ORCA input file:
```
! wB97M-V def2-TZVPD RIJCOSX def2/J DEFGRID3
* xyz 0 1
Cl 2.566 -3.974 -1.217
Cl 2.519 3.504 1.697
Cl 0.542 -4.151 -3.269
Cl 5.159 2.226 1.577
Cl 1.017 -0.706 4.259
Cl 0.334 3.636 -2.957
Cl -0.280 3.591 -0.084
Cl 0.545 2.194 4.421
F 4.308 -1.613 -4.353
F -5.644 -1.686 5.281
F -5.682 2.700 -1.450
O 2.259 0.012 -1.473
O -2.740 0.416 2.847
O -4.911 0.808 3.111
O -3.876 -0.427 4.616
O 6.764 -2.404 -6.125
O -4.377 0.253 -0.245
O -6.134 -1.088 0.131
O 4.640 -2.975 -6.208
O 1.850 0.328 0.738
O 5.799 -2.750 -8.125
O -6.415 1.129 0.009
O 0.270 -0.290 -0.721
C 3.600 2.324 2.471
C -5.576 2.238 -0.189
C 0.984 3.639 -1.311
C -5.985 0.201 3.851
C -0.200 0.596 4.519
C 1.494 0.018 -0.358
C 0.896 -3.559 -1.681
C -4.176 1.642 0.000
C -3.751 0.245 3.444
C -5.216 -0.404 5.021
C 3.614 -0.303 -1.293
C -0.741 -0.123 0.269
C 4.848 -2.779 -4.830
C 5.747 -2.731 -6.944
C 6.373 -2.670 -4.786
C -5.663 -0.012 -0.026
H 6.801 -1.883 -4.173
H -3.457 2.091 -0.681
H -1.616 -0.751 0.106
H -3.768 1.796 0.998
H 4.146 -0.385 -2.236
H 3.838 2.709 3.453
H 3.876 -1.225 -0.760
H 3.096 1.366 2.495
H -5.798 2.982 0.567
H -0.566 0.515 5.533
H 4.128 0.434 -0.662
H 1.612 4.514 -1.189
H -1.112 0.897 0.153
H 4.339 -3.574 -4.296
H 1.599 2.749 -1.219
H 0.890 -2.473 -1.701
H -6.638 1.011 4.163
H -6.492 -0.554 3.253
H 6.795 -3.627 -4.469
H -5.329 0.102 5.981
H 0.197 -3.909 -0.930
H -0.903 0.445 3.712
H -0.397 -0.283 1.286
*
```

Gap between HOMO and LUMO   10.67 eV
Structure (SMILES)   O=C1OC[C@@H](F)O1.O=C1OC[C@@H](F)O1.O=C1OC[C@@H](F)O1.COC(=O)OC.ClCCl.ClCCl.ClCCl.ClCCl
Lowest unoccupied orbital energy   0.0207 eV


no.,calculated total energy (eV)
1,-125827.3437
2,-135860.8089
3,-65816.1161
4,-14496.6887
5,-12531.7475
6,-64961.3335
7,-41519.2055
8,-149867.3649